Entry 1:
Density functional theory data (ωB97M-V/def2-TZVPD) for a 6-piece molecular cluster, C47H99F3N4O5S overall at a distorted geometry.

Each line ends with the Mulliken charge.
Positions of all 159 atoms, in Å:
C  -0.099  1.091  -0.681  -0.30
C  -0.761  -0.078  0.088  0.63
O  -0.676  -0.048  1.369  -0.89
O  -1.241  -1.011  -0.568  -0.44
H  -0.657  1.406  -1.562  0.37
H  0.885  0.819  -1.062  -0.08
H  0.030  2.012  -0.112  -0.28
C  -4.270  2.815  4.389  -1.35
C  -3.718  3.261  3.012  -0.58
C  -3.578  2.074  2.092  0.94
C  -4.898  1.378  1.802  -1.36
N  -4.851  -0.017  1.055  0.83
C  -6.262  -0.478  0.785  -0.56
C  -6.756  0.372  -0.380  -0.98
C  -5.527  0.616  -1.246  -0.34
C  -4.292  0.084  -0.390  0.04
C  -4.020  -1.093  1.814  -0.39
C  -4.416  -1.405  3.280  -0.38
C  -3.427  -2.386  3.855  -1.24
H  -5.328  2.555  4.357  0.35
H  -4.203  3.603  5.139  0.44
H  -3.795  1.946  4.844  0.27
H  -2.743  3.729  3.151  0.30
H  -4.391  4.020  2.613  0.44
H  -2.847  1.365  2.481  0.06
H  -3.142  2.368  1.136  -0.34
H  -5.572  2.016  1.229  0.56
H  -5.495  1.139  2.682  0.41
H  -6.078  -1.451  0.329  0.36
H  -6.929  -0.647  1.630  0.45
H  -7.521  -0.159  -0.945  0.49
H  -7.283  1.265  -0.043  0.32
H  -5.610  0.066  -2.183  0.15
H  -5.562  1.661  -1.554  0.43
H  -4.084  -0.942  -0.694  0.10
H  -3.384  0.686  -0.392  -0.35
H  -3.031  -0.637  1.779  -0.21
H  -4.005  -1.998  1.206  0.59
H  -5.448  -1.735  3.403  0.37
H  -4.400  -0.443  3.791  0.15
H  -3.675  -3.359  3.429  0.28
H  -3.575  -2.503  4.928  0.46
H  -2.414  -1.996  3.759  0.24
C  7.529  5.621  4.615  -1.32
C  7.132  4.414  3.741  -0.46
C  5.850  4.726  2.918  -0.41
C  5.451  3.549  2.099  -1.33
N  4.305  3.760  1.017  0.48
C  2.906  3.661  1.729  -0.62
C  2.555  2.200  1.901  -0.27
C  3.500  1.484  0.901  0.91
C  4.340  2.531  0.122  -1.10
C  4.409  5.079  0.159  -1.22
C  5.683  5.256  -0.609  -0.30
C  6.054  6.691  -0.759  -1.49
H  8.178  5.364  5.452  0.40
H  6.644  6.057  5.078  0.35
H  8.150  6.364  4.114  0.32
H  6.982  3.503  4.320  0.38
H  7.968  4.255  3.061  0.34
H  6.002  5.576  2.253  0.22
H  5.020  5.009  3.565  0.42
H  5.053  2.674  2.612  0.63
H  6.335  3.160  1.593  0.46
H  2.183  4.064  1.020  0.03
H  2.949  4.342  2.579  0.52
H  1.524  1.985  1.621  -0.10
H  2.537  1.898  2.948  0.44
H  2.797  1.061  0.184  -0.67
H  4.056  0.701  1.417  0.15
H  3.899  2.878  -0.813  0.49
H  5.355  2.200  -0.097  0.44
H  4.060  5.843  0.854  0.47
H  3.510  4.953  -0.446  0.86
H  5.626  4.703  -1.546  0.43
H  6.493  4.719  -0.115  0.28
H  5.444  7.165  -1.528  0.40
H  7.133  6.723  -0.906  0.40
H  5.980  7.329  0.121  0.36
C  -0.132  -6.161  -2.379  -1.64
C  -1.110  -5.006  -2.197  0.69
C  -1.163  -4.108  -3.430  -0.03
C  -2.288  -3.065  -3.437  -1.02
N  -2.401  -2.261  -4.733  0.54
C  -2.971  -3.071  -5.925  -0.57
C  -4.474  -3.030  -5.767  -0.80
C  -4.788  -1.965  -4.706  -0.69
C  -3.462  -1.198  -4.457  -0.53
C  -1.061  -1.603  -5.107  -1.43
C  -0.431  -0.624  -4.030  1.57
C  0.715  0.192  -4.570  -1.66
H  0.696  -5.787  -2.980  0.33
H  -0.466  -6.992  -3.000  0.42
H  0.180  -6.596  -1.429  0.40
H  -0.745  -4.341  -1.415  -0.62
H  -2.120  -5.344  -1.965  0.56
H  -1.393  -4.902  -4.142  0.20
H  -0.205  -3.660  -3.691  -0.09
H  -2.236  -2.371  -2.598  0.08
H  -3.237  -3.583  -3.294  0.67
H  -2.621  -2.588  -6.838  0.51
H  -2.642  -4.110  -5.963  0.28
H  -5.054  -2.901  -6.681  0.35
H  -4.872  -3.961  -5.363  0.35
H  -5.552  -1.253  -5.019  0.63
H  -5.120  -2.567  -3.860  0.23
H  -3.316  -0.453  -5.239  0.50
H  -3.339  -0.797  -3.451  0.21
H  -1.217  -1.000  -6.001  0.78
H  -0.253  -2.289  -5.362  0.33
H  -0.181  -1.224  -3.155  -0.67
H  -1.163  0.112  -3.696  0.22
H  1.476  -0.496  -4.938  0.38
H  1.124  0.881  -3.831  0.27
H  0.365  0.731  -5.450  0.46
C  2.885  -2.216  -3.213  -0.44
C  3.057  -3.027  -1.948  -1.15
C  2.119  -2.703  -0.793  1.76
C  2.237  -3.625  0.444  -1.35
N  1.517  -3.153  1.783  1.11
C  1.847  -1.705  2.114  -0.28
C  3.180  -1.631  2.734  -0.56
C  3.193  -2.939  3.537  -1.46
C  1.989  -3.812  3.066  -0.62
C  -0.065  -3.431  1.765  0.55
C  -0.368  -4.929  1.969  -0.36
C  -1.737  -5.268  1.386  -1.11
H  1.950  -2.630  -3.591  -0.33
H  3.611  -2.607  -3.926  0.38
H  2.890  -1.139  -3.048  0.36
H  4.039  -2.962  -1.480  0.45
H  2.788  -4.031  -2.277  0.41
H  1.098  -2.670  -1.176  -0.50
H  2.415  -1.674  -0.589  -0.36
H  3.282  -3.738  0.733  0.52
H  1.895  -4.594  0.079  0.38
H  1.187  -1.348  2.905  0.51
H  1.776  -1.057  1.240  -0.44
H  3.224  -0.671  3.250  0.62
H  3.991  -1.588  2.007  0.31
H  3.144  -2.712  4.602  0.41
H  4.100  -3.542  3.498  0.34
H  1.292  -3.805  3.905  0.35
H  2.286  -4.812  2.752  0.54
H  -0.340  -3.060  0.778  -0.85
H  -0.513  -2.722  2.460  0.39
H  -0.527  -5.019  3.044  0.30
H  0.361  -5.626  1.555  0.44
H  -2.010  -4.733  0.477  0.04
H  -2.507  -4.982  2.103  0.23
H  -1.794  -6.336  1.178  0.37
C  -1.334  4.758  0.335  0.42
F  -2.335  5.509  0.813  -0.22
F  -0.480  4.449  1.386  -0.17
F  -1.756  3.646  -0.283  -0.15
S  -0.346  5.816  -0.885  1.08
O  -0.954  5.730  -2.195  -0.67
O  -0.420  7.203  -0.323  -0.71
O  1.052  5.320  -0.865  -0.59

The value obtained for the HOMO energy is -11.0 eV. The HOMO-LUMO gap is 7.1527 eV. As for the net charge: +2. The LUMO energy is -3.867 eV.


Entry 2:
Density functional theory data (ωB97M-V/def2-TZVPD) for C48H102F30N12O26S10 as an isolated structure at a distorted geometry.

Each line ends with the Mulliken charge.
Positions of all 228 atoms, in Å:
C  -0.232  5.606  6.531  -0.82
N  -0.691  4.370  7.432  -0.13
C  -2.136  3.963  7.064  -0.93
C  0.305  3.132  7.292  -0.83
C  -0.686  4.795  8.964  -0.47
C  0.726  5.201  9.595  -0.71
O  1.522  6.234  9.079  -0.47
H  0.791  5.856  6.813  0.38
H  -0.927  6.446  6.524  0.35
H  -0.348  5.343  5.479  0.39
H  -2.041  3.752  5.999  0.43
H  -2.815  4.803  7.208  0.35
H  -2.385  3.154  7.750  0.37
H  0.032  2.469  8.113  0.39
H  1.370  3.354  7.361  0.34
H  -0.013  2.548  6.429  0.37
H  -1.180  3.982  9.495  0.47
H  -1.395  5.610  9.110  0.41
H  1.362  4.317  9.627  0.30
H  0.611  5.355  10.668  0.48
H  1.408  7.000  9.646  0.33
C  -6.641  -5.334  -8.465  -0.86
N  -5.614  -4.198  -8.774  -0.14
C  -4.398  -4.260  -7.864  -0.86
C  -5.197  -4.128  -10.225  -0.79
C  -6.312  -2.874  -8.337  -0.64
C  -5.526  -1.563  -8.595  -0.48
O  -6.462  -0.568  -8.938  -0.50
H  -5.985  -6.199  -8.550  0.41
H  -7.490  -5.390  -9.147  0.35
H  -7.027  -5.230  -7.451  0.37
H  -3.707  -3.480  -8.184  0.40
H  -3.849  -5.179  -8.068  0.40
H  -4.666  -4.111  -6.818  0.37
H  -6.064  -3.749  -10.766  0.36
H  -4.896  -5.080  -10.663  0.35
H  -4.382  -3.410  -10.312  0.38
H  -6.744  -2.999  -7.344  0.41
H  -7.174  -2.829  -9.003  0.50
H  -4.678  -1.657  -9.274  0.26
H  -4.974  -1.279  -7.700  0.39
H  -6.953  -0.804  -9.728  0.31
C  9.410  4.654  -5.078  -0.86
N  10.534  5.727  -5.191  -0.09
C  10.382  6.908  -4.257  -0.78
C  11.933  5.052  -4.996  -0.87
C  10.382  6.223  -6.690  -0.63
C  11.352  7.278  -7.118  -0.42
O  11.559  7.125  -8.506  -0.52
H  9.831  3.838  -5.664  0.39
H  8.451  4.938  -5.512  0.34
H  9.332  4.363  -4.030  0.39
H  10.037  6.544  -3.289  0.33
H  9.625  7.532  -4.732  0.35
H  11.374  7.360  -4.228  0.39
H  12.027  4.164  -5.620  0.35
H  12.094  4.792  -3.949  0.40
H  12.712  5.786  -5.203  0.40
H  9.410  6.657  -6.922  0.39
H  10.469  5.349  -7.336  0.53
H  12.335  7.307  -6.647  0.27
H  10.911  8.261  -6.950  0.35
H  11.920  6.267  -8.739  0.30
C  -6.240  5.777  -0.479  -0.90
N  -6.713  5.945  -1.945  -0.01
C  -6.659  7.500  -2.297  -0.78
C  -5.751  5.163  -2.847  -0.98
C  -8.131  5.358  -2.142  -0.57
C  -8.583  5.122  -3.628  -0.56
O  -8.822  6.425  -4.125  -0.49
H  -5.201  6.102  -0.420  0.40
H  -6.313  4.743  -0.141  0.39
H  -6.731  6.497  0.177  0.36
H  -6.808  7.705  -3.357  0.34
H  -5.686  7.830  -1.934  0.40
H  -7.443  8.023  -1.748  0.35
H  -5.906  5.316  -3.915  0.37
H  -5.745  4.111  -2.563  0.43
H  -4.735  5.526  -2.689  0.41
H  -8.834  6.045  -1.671  0.42
H  -8.203  4.404  -1.618  0.39
H  -9.485  4.516  -3.713  0.32
H  -7.935  4.484  -4.229  0.36
H  -9.609  6.869  -3.802  0.34
C  -1.370  -9.946  8.083  -0.80
N  -1.089  -9.986  6.537  -0.12
C  -2.391  -9.823  5.797  -0.90
C  -0.135  -8.818  6.136  -0.92
C  -0.460  -11.410  6.202  -0.56
C  -0.010  -11.789  4.746  -0.59
O  -1.063  -12.114  3.915  -0.53
H  -2.359  -10.385  8.219  0.34
H  -1.381  -8.878  8.299  0.37
H  -0.557  -10.482  8.573  0.36
H  -3.081  -10.624  6.061  0.41
H  -2.197  -9.941  4.731  0.39
H  -2.677  -8.776  5.901  0.38
H  -0.602  -7.869  6.398  0.39
H  -0.112  -8.957  5.055  0.46
H  0.836  -8.799  6.631  0.33
H  -1.072  -12.214  6.612  0.47
H  0.416  -11.467  6.849  0.43
H  0.796  -12.519  4.821  0.40
H  0.558  -10.981  4.285  0.32
H  -0.833  -12.050  2.985  0.35
C  6.452  -5.372  -5.758  -0.81
N  5.303  -6.363  -5.375  -0.01
C  4.187  -5.546  -4.666  -0.94
C  4.798  -6.946  -6.668  -0.88
C  5.692  -7.565  -4.397  -0.42
C  7.026  -8.195  -4.649  -0.67
O  7.111  -8.647  -5.960  -0.52
H  7.329  -5.980  -5.976  0.35
H  6.576  -4.703  -4.906  0.35
H  6.215  -4.843  -6.681  0.36
H  4.608  -5.125  -3.753  0.43
H  3.354  -6.207  -4.427  0.38
H  3.875  -4.727  -5.314  0.40
H  5.609  -7.137  -7.371  0.34
H  4.184  -6.135  -7.060  0.44
H  4.186  -7.827  -6.475  0.32
H  4.930  -8.344  -4.389  0.39
H  5.729  -7.060  -3.432  0.33
H  7.156  -9.042  -3.976  0.38
H  7.933  -7.614  -4.483  0.43
H  8.022  -8.770  -6.236  0.34
C  -7.189  -0.723  11.402  -1.40
C  -8.249  -1.786  11.125  -0.18
C  -7.848  -2.511  9.795  -1.07
N  -8.987  -3.236  9.029  0.30
C  -9.968  -2.308  8.345  -1.02
C  -9.669  -4.199  10.061  -0.55
C  -10.030  -5.404  9.231  -0.65
C  -8.952  -5.556  8.174  -0.61
C  -8.412  -4.141  7.922  -0.53
H  -7.454  -0.219  12.331  0.39
H  -7.220  0.038  10.623  0.37
H  -6.163  -1.089  11.450  0.34
H  -9.272  -1.420  11.050  0.30
H  -8.198  -2.490  11.955  0.36
H  -7.099  -3.283  9.969  0.49
H  -7.338  -1.857  9.088  0.52
H  -9.512  -1.656  7.600  0.31
H  -10.521  -1.860  9.170  0.37
H  -10.660  -2.930  7.777  0.50
H  -10.505  -3.640  10.482  0.36
H  -8.931  -4.547  10.784  0.38
H  -10.983  -5.197  8.744  0.31
H  -10.023  -6.288  9.868  0.38
H  -9.261  -6.226  7.372  0.36
H  -8.159  -6.166  8.608  0.31
H  -8.690  -3.797  6.926  0.36
H  -7.327  -4.208  7.998  0.29
C  -2.076  -10.645  -2.012  0.62
F  -3.077  -9.989  -2.585  -0.21
F  -1.237  -9.764  -1.354  -0.24
F  -2.577  -11.440  -1.092  -0.23
S  -1.236  -11.817  -3.322  0.97
O  -2.408  -12.390  -4.103  -0.60
O  -0.395  -10.891  -4.094  -0.61
N  -0.353  -12.852  -2.230  -0.33
S  0.153  -13.921  -3.243  1.01
O  -0.465  -15.244  -3.103  -0.66
O  0.415  -13.542  -4.643  -0.61
C  1.907  -14.325  -2.521  0.60
F  2.419  -15.478  -3.021  -0.21
F  2.756  -13.329  -2.795  -0.24
F  1.809  -14.352  -1.157  -0.25
C  11.208  0.233  4.280  0.63
F  12.035  1.296  4.119  -0.22
F  12.017  -0.777  4.799  -0.24
F  10.219  0.511  5.126  -0.19
S  10.519  -0.375  2.487  0.96
O  9.953  0.755  1.882  -0.53
O  11.673  -1.008  1.789  -0.65
N  9.457  -1.670  2.866  -0.42
S  8.050  -1.063  2.792  1.02
O  7.807  0.229  3.501  -0.60
O  7.554  -1.141  1.388  -0.66
C  7.003  -2.394  3.769  0.59
F  5.908  -1.727  4.182  -0.23
F  6.505  -3.396  2.985  -0.23
F  7.589  -2.904  4.874  -0.22
C  3.680  16.402  2.067  0.69
F  4.579  16.466  2.996  -0.22
F  2.460  16.027  2.477  -0.21
F  3.511  17.636  1.532  -0.25
S  4.240  15.278  0.530  0.98
O  4.399  16.103  -0.666  -0.67
O  5.376  14.476  0.929  -0.58
N  2.782  14.440  -0.054  -0.46
S  2.806  13.197  1.069  1.02
O  3.386  11.958  0.482  -0.66
O  3.189  13.570  2.455  -0.61
C  0.908  12.732  1.187  0.67
F  0.553  13.263  2.343  -0.25
F  0.267  13.234  0.245  -0.21
F  0.779  11.379  1.279  -0.24
C  1.962  11.658  -10.135  0.68
F  2.880  12.528  -10.378  -0.22
F  1.213  11.622  -11.238  -0.25
F  2.514  10.473  -9.879  -0.20
S  0.852  12.198  -8.541  0.98
O  1.120  13.659  -8.362  -0.66
O  -0.508  11.806  -8.714  -0.57
N  1.629  11.808  -7.008  -0.43
S  1.301  10.229  -6.809  1.00
O  0.690  9.956  -5.517  -0.68
O  0.647  9.505  -7.902  -0.59
C  3.166  9.603  -6.642  0.65
F  3.238  8.570  -5.711  -0.25
F  3.524  8.992  -7.814  -0.25
F  3.924  10.622  -6.306  -0.21
C  -2.874  -1.688  1.966  0.68
F  -3.512  -0.972  2.883  -0.24
F  -1.650  -1.807  2.454  -0.24
F  -3.294  -2.928  1.790  -0.23
S  -2.819  -0.724  0.271  0.93
O  -2.623  -1.692  -0.815  -0.53
O  -4.124  -0.083  0.212  -0.67
N  -1.676  0.494  0.799  -0.38
S  -0.539  0.199  -0.122  1.08
O  0.272  -0.983  0.200  -0.65
O  -0.851  0.136  -1.578  -0.69
C  0.660  1.791  0.068  0.55
F  0.113  2.891  -0.337  -0.20
F  0.965  1.835  1.390  -0.22
F  1.795  1.662  -0.654  -0.21

The value obtained for the HOMO energy is -8.0 eV. The HOMO-LUMO gap is 3.7709 eV. As for the net charge: +2. The LUMO energy is -4.245 eV.